Density functional theory data (ωB97M-V/def2-TZVPD) for a molecular structure, C29H36AsBN6V.

Structure (XYZ):
```
74
Properties=species:S:1:pos:R:3
V -1.37212 0.32541 0.49942
C 0.85528 2.95200 -3.16654
C 0.73311 3.63610 -1.93927
N -0.43332 3.40435 -1.35820
N -1.08971 2.57043 -2.20095
C -0.34716 2.30214 -3.29716
B -2.56682 2.19555 -2.00784
N -2.73576 0.64563 -2.15422
C -3.46452 0.01840 -3.07625
C -3.61053 -1.30942 -2.71952
C -2.90920 -1.40726 -1.52126
N -2.37542 -0.22712 -1.16285
N -3.05477 2.57650 -0.59298
C -3.97164 3.47523 -0.23391
C -4.07642 3.49471 1.14234
C -3.13375 2.56126 1.56508
N -2.51083 2.00058 0.51658
H 1.68906 2.93790 -3.84835
H 1.45138 4.28006 -1.45061
H -0.71737 1.65013 -4.07511
H -3.28389 2.69870 -2.84662
H -3.83449 0.56791 -3.92811
H -4.13293 -2.08604 -3.25172
H -2.76154 -2.27470 -0.89892
H -4.47505 4.05664 -0.99036
H -4.71724 4.11314 1.74716
H -2.83900 2.29310 2.56674
C 5.38919 -0.45706 -1.76108
C 4.40487 -0.65654 -2.71918
C 3.07332 -0.40579 -2.40907
C 2.68787 0.05433 -1.14857
C 3.69099 0.23581 -0.19170
C 5.02259 -0.01400 -0.49425
C 1.23294 0.24845 -0.90559
C 0.54271 0.72441 0.14345
C 0.96276 1.51579 1.32209
C 0.25416 1.32865 2.51620
C 0.45842 2.15362 3.61650
C 1.38069 3.18546 3.54565
C 2.08133 3.39597 2.35986
C 1.86766 2.57835 1.26158
H 6.42939 -0.65123 -1.99359
H 4.67201 -1.00533 -3.70973
H 2.30617 -0.55885 -3.16199
H 3.43029 0.56326 0.80597
H 5.77990 0.13531 0.26674
H 0.63244 -0.13213 -1.73264
H -0.45876 0.50215 2.61141
H -0.09863 1.98396 4.53027
H 1.54507 3.82748 4.40198
H 2.79241 4.21100 2.29227
H 2.38439 2.76787 0.32824
C 2.08954 -1.79097 2.12509
C 0.77719 -2.51502 2.42105
As -0.63869 -2.09649 1.14945
C -2.08626 -3.14507 1.96323
C -1.95200 -4.65003 2.17453
C 0.06372 -3.00289 -0.43222
C 0.16761 -4.52217 -0.42291
H 2.85355 -2.06664 2.85471
H 1.96253 -0.70885 2.16760
H 2.48516 -2.02645 1.13561
H 0.39351 -2.23226 3.40266
H 0.90478 -3.59721 2.42498
H -3.00283 -2.90474 1.42464
H -2.17596 -2.64278 2.92939
H -1.98993 -5.20268 1.24059
H -2.77079 -5.01418 2.79943
H -1.02075 -4.91548 2.67680
H 1.05245 -2.54843 -0.52851
H -0.50077 -2.64557 -1.29263
H 0.64969 -4.90510 0.47761
H 0.76495 -4.85060 -1.27642
H -0.80626 -4.99864 -0.50610
```

The value obtained for the lowest unoccupied orbital energy (spin up / spin down) is 0.33 / 0.27 eV. For the total energy, the calculation gives -126799.9288 eV. As for the multiplicity: 2. The gap between HOMO and LUMO (spin up / spin down) comes out at 6.855 / 6.244 eV. The calculation puts the largest force on an atom at 1.6 eV/Å. Its energy relative to the best compared isomer or geometry (same formula, charge and spin) is 44.7 kJ/mol.


Density functional theory data (ωB97M-V/def2-TZVPD) for a molecular structure, C8H10CuN2.

Structure (XYZ):
```
21
Properties=species:S:1:pos:R:3
C 0.68211 -2.15488 0.84363
C 0.41158 -1.65685 -0.44823
C -0.82881 -0.95106 -0.39839
C -1.30355 -1.00612 0.95298
C -0.38614 -1.75830 1.70856
Cu 0.12830 1.38659 -0.18721
N -0.58674 1.26978 3.28703
C 1.73045 1.26510 -1.14383
C 0.92605 1.02596 -2.24098
H -1.34395 -0.49166 -1.24720
H 1.04466 -1.74263 -1.33406
H -2.23488 -0.57134 1.29971
H -0.44059 -1.99236 2.76911
H 1.55959 -2.73946 1.15566
H 0.84217 0.03653 -2.83010
H 1.57789 2.06670 -0.42070
H 0.22667 1.19165 2.69132
H 0.24755 1.74658 -2.78233
H 2.45072 0.55724 -0.79780
N -2.87828 2.51439 -0.51597
C -1.82479 2.00412 -0.36122
```

The value obtained for the lowest unoccupied orbital energy (spin up / spin down) is 5.94 / 6.02 eV. For the total energy, the calculation gives -56069.6941 eV. As for the multiplicity: 2. The gap between HOMO and LUMO (spin up / spin down) comes out at 5.739 / 3.743 eV. The calculation puts the largest force on an atom at 4.4 eV/Å. Its charge is -2.


Density functional theory data (ωB97M-V/def2-TZVPD) for C4H8O2 in the gas phase.

Structure (XYZ):
```
14
Properties=species:S:1:pos:R:3
C -1.58139 -0.72048 -0.36693
C -0.57694 0.16544 -1.08563
O -0.01169 1.15096 -0.23400
C 1.25361 0.84133 0.28106
C 1.23046 -0.14007 1.44419
O 2.18525 -0.80196 1.77242
H -2.37485 -0.11449 0.07820
H -1.10902 -1.29726 0.43207
H -2.03927 -1.42522 -1.06926
H 0.22011 -0.43535 -1.54952
H -1.08581 0.70270 -1.89259
H 1.66530 1.78455 0.66092
H 1.94694 0.46049 -0.48463
H 0.27730 -0.17064 2.01370
```

The value obtained for the lowest unoccupied orbital energy is 0.97 eV. For the total energy, the calculation gives -8371.6466 eV. The gap between HOMO and LUMO comes out at 10.672 eV. The calculation puts the largest force on an atom at 0.6 eV/Å. Its energy relative to the best compared isomer or geometry (same formula, charge and spin) is 157.8 kJ/mol.